[1]
ORCA calculation (ωB97M-V with the def2-TZVPD basis set) on 2 unconnected molecules or ions with the total composition C2H4NOS.

Summary:
LUMO level = 4.0357 eV
net charge = -1
HOMO energy = -2.702 eV
gap between HOMO and LUMO = 0.2476 Ha
relative energy (zero: lowest compared OMol25 entry of this formula, charge and spin) = 5.9 kcal/mol

Last column: natural (NBO) charge in e.
Atoms and positions in Å:
C1 0.365 -0.383 0.304  -0.360
C2 -0.284 0.656 -0.180  -0.409
N1 -0.686 -3.357 -1.398  -0.182
O1 -1.783 -2.758 -1.483  -0.505
S1 -0.504 -4.653 -0.419  -0.304
H1 1.422 -0.345 0.520  0.175
H2 -0.122 -1.324 0.482  0.221
H3 -1.335 0.610 -0.420  0.196
H4 0.205 1.598 -0.385  0.169


[2]
ORCA calculation (ωB97M-V with the def2-TZVPD basis set) on 6 unconnected molecules or ions with the total composition C6H24NO6.

Summary:
LUMO level = 2.8762 eV
net charge = -1
HOMO energy = -4.144 eV
gap between HOMO and LUMO = 0.2580 Ha
relative energy (zero: lowest compared OMol25 entry of this formula, charge and spin) = 29.4 kcal/mol

Last column: natural (NBO) charge in e.
Atoms and positions in Å:
C1 -1.607 1.499 0.154  -0.214
N1 -0.441 0.580 0.149  -0.693
C2 -0.775 -0.853 0.355  -0.095
C3 0.486 -1.671 0.091  -0.468
C4 0.060 -2.999 -0.715  -0.001
O1 -1.266 -3.154 -0.785  -0.909
C5 -1.317 -1.135 1.765  -0.628
C6 -1.109 2.952 0.017  -0.617
H1 -2.227 1.395 1.091  0.155
H2 -2.233 1.213 -0.697  0.202
H3 0.330 0.914 0.776  0.380
H4 -1.562 -1.156 -0.374  0.268
H5 0.973 -1.969 0.999  0.169
H6 1.225 -1.152 -0.492  0.190
H7 0.520 -3.859 -0.204  0.115
H8 0.535 -2.920 -1.739  0.084
H9 -0.620 -0.903 2.517  0.156
H10 -2.248 -0.563 1.974  0.194
H11 -1.599 -2.252 1.794  0.247
H12 -0.484 3.215 0.906  0.197
H13 -1.955 3.622 -0.056  0.205
H14 -0.439 3.066 -0.865  0.216
H15 2.523 1.507 1.785  0.475
H16 3.050 1.809 0.371  0.491
O2 3.262 1.863 1.318  -1.013
H17 1.999 1.222 -1.726  0.503
H18 3.495 1.099 -1.702  0.465
O3 2.793 1.645 -1.341  -0.982
H19 -1.919 -2.410 -1.832  0.500
H20 -1.596 -0.982 -2.551  0.434
O4 -2.231 -1.705 -2.580  -1.053
H21 0.390 1.018 2.933  0.479
H22 1.183 -0.238 2.505  0.496
O5 1.229 0.730 2.682  -0.948
H23 0.156 0.607 -1.617  0.505
H24 0.749 -0.495 -2.457  0.480
O6 0.670 0.456 -2.446  -0.987


[3]
ORCA calculation (ωB97M-V with the def2-TZVPD basis set) on 2 unconnected molecules or ions with the total composition F2H2O4Si.

Summary:
LUMO level = -0.8175 eV
net charge = 0
HOMO energy = -8.967 eV
gap between HOMO and LUMO = 0.2995 Ha
relative energy (zero: lowest compared OMol25 entry of this formula, charge and spin) = 119.5 kcal/mol

Last column: natural (NBO) charge in e.
Atoms and positions in Å:
O1 0.766 0.516 1.239  -1.101
O2 -0.263 0.115 -1.315  -1.101
O3 -1.423 -2.102 0.947  -0.469
O4 1.808 -1.246 -0.598  -0.505
F1 -2.289 -1.931 -0.144  -0.262
F2 2.803 -1.774 0.202  -0.070
Si1 0.560 -0.367 -0.058  2.400
H1 0.050 0.688 1.856  0.550
H2 -0.920 -0.444 -1.743  0.557


Question: Look up the gap between HOMO and LUMO of the first one.
Answer: 0.2476 Ha


Question: Number 3 is which compound?
Answer: F2H2O4Si